A cluster of 2 separate species, C4H8FNO in total at a distorted geometry. Source: the Open Molecules 2025 dataset; level of theory: ωB97M-V with the def2-TZVPD basis set.

Values from the calculation:
- charge = 0
- E (hartree) = -387.01027
- molar mass (g mol⁻¹) = 105.1
- maximum force (eV/A) = 5.89
- multiplicity = 1
- Kohn-Sham gap (eV) = 9.8
- HOMO energy (eV) = -9.0
- SMILES string = C=C1NCCO1.F

Positions of all 15 atoms, in Å:
C: 0.511 1.915 0.019
C: -0.047 0.779 0.052
N: -1.436 0.517 0.117
C: -1.482 -0.939 0.349
C: -0.133 -1.422 -0.374
O: 0.758 -0.359 -0.050
H: 1.664 2.027 0.036
H: -0.128 2.822 0.103
H: -1.738 0.874 -0.798
H: -2.441 -1.325 -0.037
H: -1.517 -0.949 1.423
H: 0.315 -2.372 0.075
H: -0.531 -1.508 -1.443
F: 3.503 -0.076 0.049
H: 2.703 0.013 0.480

Atomic forces in eV per Å
C 3.1 5.0 0.5
C -0.3 -2.5 0.1
N 1.0 0.2 -1.2
C -0.1 0.5 -1.0
C -2.1 -1.3 1.5
O -1.5 -0.3 -0.4
H -2.3 -0.1 -0.4
H 0.8 -0.7 0.1
H -0.7 -0.8 0.4
H 0.7 -0.2 0.0
H 0.4 -1.0 0.6
H -0.7 1.2 -1.1
H 1.6 0.1 0.9
F 1.0 0.0 -0.3
H -1.0 -0.1 0.2